[1]
Density functional theory data (ωB97M-V/def2-TZVPD) for a 2-piece molecular cluster, C5H14O3Si2 overall.

Gap between HOMO and LUMO (spin up / spin down), eV: 6.29 / 7.09
Strongest force on any atom, eV/Å: 4.64
Multiplicity: 1
Total energy, Eh: -1003.49116
Energy above the lowest of the compared OMol25 structures with the same formula, charge and spin, kcal/mol: 180.2
E_HOMO (spin up / spin down), eV: -6.906 / -7.097
LUMO (spin up / spin down), eV: -0.621 / -0.006

```
24
C5H14O3Si2, DFT ωB97M-V/def2-TZVPD
C 5.70 -0.77 -0.49
C 4.75 -0.05 -1.10
C -0.36 1.68 0.83
C -2.38 -2.54 0.20
C -4.61 0.93 -1.14
O -1.61 1.40 0.30
O -1.64 -1.33 0.02
O -3.75 -0.02 -0.64
Si 3.24 0.95 -0.32
Si -2.16 0.07 -0.53
H 6.29 -1.35 -1.20
H 5.81 -0.69 0.57
H 4.74 -0.07 -2.21
H -0.12 2.80 0.69
H 0.51 1.08 0.27
H -0.36 1.61 1.91
H -3.42 -2.34 0.46
H -1.96 -3.13 0.99
H -2.25 -2.95 -0.84
H -4.16 1.14 -2.09
H -4.87 1.77 -0.54
H -5.62 0.28 -1.38
H 2.98 0.98 1.04
H 2.71 2.21 -0.93
```


[2]
Density functional theory data (ωB97M-V/def2-TZVPD) for a 2-piece molecular cluster, C5H14OS overall.

Gap between HOMO and LUMO, eV: 9.24
SMILES string: CCCCSC.O
Strongest force on any atom, eV/Å: 2.92
Multiplicity: 1
Total energy, Eh: -672.28409
Energy above the lowest of the compared OMol25 structures with the same formula, charge and spin, kcal/mol: 22.4
E_HOMO, eV: -8.575
LUMO, eV: 0.667

```
21
C5H14OS, DFT ωB97M-V/def2-TZVPD
C 1.87 -0.35 -1.39
C 0.66 -0.56 -0.49
C -0.42 0.43 -0.90
C -1.23 0.97 0.30
S -0.15 2.09 1.39
C 0.05 3.56 0.26
H 2.03 0.75 -1.36
H 1.57 -0.41 -2.45
H 2.86 -0.77 -1.12
H 0.48 -1.60 -0.77
H 0.86 -0.53 0.58
H 0.11 1.26 -1.35
H -1.25 0.05 -1.54
H -1.58 0.17 0.97
H -2.03 1.65 0.02
H 0.68 4.28 0.77
H 0.58 3.54 -0.69
H -0.98 3.89 0.19
H -0.62 -6.16 2.21
H -2.14 -5.90 2.57
O -1.35 -6.39 2.80
```


[3]
Density functional theory data (ωB97M-V/def2-TZVPD) for C5H14P4 as an isolated structure.

Gap between HOMO and LUMO, eV: 9.23
Strongest force on any atom, eV/Å: 3.61
Multiplicity: 1
Total energy, Eh: -1564.13755
Energy above the lowest of the compared OMol25 structures with the same formula, charge and spin, kcal/mol: 60.9
E_HOMO, eV: -8.385
LUMO, eV: 0.849

```
23
C5H14P4, DFT ωB97M-V/def2-TZVPD
C -1.45 -0.32 0.30
C -1.04 0.51 -0.96
C -0.01 -0.44 0.81
C 0.41 0.16 -0.99
C 0.51 -1.73 1.26
P -1.56 2.30 -0.96
P 0.40 0.99 1.88
P 1.46 1.74 -0.87
P 1.10 -1.10 -2.17
H -2.25 -0.02 0.94
H -1.75 -1.27 0.07
H -1.61 0.03 -1.83
H -0.12 -2.04 2.10
H 1.48 -1.65 1.62
H 0.34 -2.45 0.48
H -1.05 2.65 0.31
H -2.66 1.95 -0.32
H 1.75 0.71 1.84
H -0.06 0.48 3.03
H 1.25 2.07 -2.13
H 2.78 1.08 -1.07
H 0.14 -2.07 -2.15
H 1.95 -1.61 -1.17
```


[4]
Density functional theory data (ωB97M-V/def2-TZVPD) for a 2-piece molecular cluster, C5H14S overall.

Gap between HOMO and LUMO, eV: 9.36
SMILES string: CCSC.CC
Strongest force on any atom, eV/Å: 2.61
Multiplicity: 1
Total energy, Eh: -597.04241
Energy above the lowest of the compared OMol25 structures with the same formula, charge and spin, kcal/mol: 21.9
E_HOMO, eV: -8.430
LUMO, eV: 0.928

```
20
C5H14S, DFT ωB97M-V/def2-TZVPD
C 2.41 -2.03 -0.17
C 1.75 -1.19 0.98
C 1.08 -0.30 -2.10
S 2.67 -1.01 -1.75
H 3.34 -2.40 0.24
H 1.71 -2.72 -0.61
H 2.57 -0.95 1.66
H 1.00 -1.78 1.50
H 0.62 0.07 -1.18
H 1.16 0.53 -2.80
H 0.32 -0.90 -2.61
H 1.36 -0.28 0.55
C -2.86 1.69 1.48
C -2.25 1.55 0.09
H -1.96 1.92 2.08
H -3.64 2.42 1.60
H -3.15 0.72 1.86
H -1.56 2.38 -0.16
H -1.52 0.74 0.01
H -3.04 1.54 -0.67
```


[5]
Density functional theory data (ωB97M-V/def2-TZVPD) for a 2-piece molecular cluster, C5H14S overall.

Gap between HOMO and LUMO (spin up / spin down), eV: 10.33 / 5.00
Strongest force on any atom, eV/Å: 5.46
Multiplicity: 2
Total energy, Eh: -596.65291
Energy above the lowest of the compared OMol25 structures with the same formula, charge and spin, kcal/mol: 64.9
E_HOMO (spin up / spin down), eV: -14.304 / -14.278
LUMO (spin up / spin down), eV: -3.974 / -9.276
Total charge: +1

```
20
C5H14S, DFT ωB97M-V/def2-TZVPD
C -1.63 1.13 1.48
C -2.02 0.40 0.17
C -0.16 1.70 1.54
H -2.28 1.87 1.80
H -1.82 0.45 2.30
H -1.47 -0.56 0.23
H 0.08 2.73 1.22
H 0.23 1.71 2.55
H 0.39 1.12 0.87
H -3.08 0.60 0.13
H -1.57 0.67 -0.74
C 2.09 -1.47 -1.23
C 0.65 -1.60 -1.86
S 2.45 -0.76 0.45
H 2.05 -2.52 -0.86
H 2.88 -1.43 -2.03
H 0.76 -1.80 -2.90
H 2.47 0.49 0.27
H 0.07 -0.59 -2.07
H -0.08 -2.14 -1.31
```


[6]
Density functional theory data (ωB97M-V/def2-TZVPD) for C5H15BSi in the gas phase.

Gap between HOMO and LUMO, eV: 10.67
SMILES string: C[SiH2]CCB(C)C
Strongest force on any atom, eV/Å: 3.38
Multiplicity: 1
Total energy, Eh: -513.80422
Energy above the lowest of the compared OMol25 structures with the same formula, charge and spin, kcal/mol: 4.5
E_HOMO, eV: -10.116
LUMO, eV: 0.550

```
22
C5H15BSi, DFT ωB97M-V/def2-TZVPD
B -1.39 1.15 -0.88
C -0.88 1.39 -2.37
C -2.74 1.81 -0.24
C 3.01 -2.22 1.27
C -0.77 0.00 0.00
C 0.69 -0.61 0.02
Si 1.60 -0.92 1.69
H -1.06 2.42 -2.78
H -1.58 0.75 -2.79
H 0.16 1.02 -2.48
H -2.20 2.57 0.41
H -3.34 1.20 0.48
H -3.48 2.26 -0.83
H 2.51 -2.92 0.69
H 3.69 -1.66 0.66
H 3.44 -2.66 2.19
H -1.07 0.23 1.04
H -1.48 -0.81 -0.34
H 0.59 -1.61 -0.39
H 1.42 -0.03 -0.62
H 2.13 0.30 2.57
H 0.75 -1.66 2.73
```


[7]
Density functional theory data (ωB97M-V/def2-TZVPD) for C5H15FNPSi in the gas phase.

Gap between HOMO and LUMO (spin up / spin down), eV: 3.38 / 6.94
Strongest force on any atom, eV/Å: 6.87
Multiplicity: 3
Total energy, Eh: -984.83883
E_HOMO (spin up / spin down), eV: -2.411 / -10.835
LUMO (spin up / spin down), eV: 0.967 / -3.892

```
24
C5H15FNPSi, DFT ωB97M-V/def2-TZVPD
C -0.65 -1.77 2.18
C 1.49 -3.19 0.24
C 1.43 1.78 -1.56
C -1.22 0.84 -2.26
C -0.48 1.76 0.58
N 0.24 -0.63 -0.67
F 1.85 -0.81 1.67
Si 0.74 -1.54 0.80
P -0.01 0.87 -0.87
H -0.55 -2.73 2.67
H -0.45 -1.03 3.06
H -1.58 -1.55 1.76
H 1.14 -4.00 0.94
H 1.15 -3.55 -0.72
H 2.58 -2.96 0.17
H 1.91 1.04 -2.20
H 1.14 2.55 -2.28
H 1.96 2.04 -0.70
H -2.28 0.73 -1.84
H -1.26 1.93 -2.68
H -0.95 0.11 -2.89
H -1.11 2.60 0.53
H -1.05 1.14 1.31
H 0.56 1.83 1.00
```


[8]
Density functional theory data (ωB97M-V/def2-TZVPD) for C5H15MnN4O9 as an isolated structure.

Gap between HOMO and LUMO (spin up / spin down), eV: 4.74 / 4.79
Strongest force on any atom, eV/Å: 3.83
Multiplicity: 6
Total energy, Eh: -2245.88914
Energy above the lowest of the compared OMol25 structures with the same formula, charge and spin, kcal/mol: 50.9
E_HOMO (spin up / spin down), eV: -12.988 / -12.988
LUMO (spin up / spin down), eV: -8.248 / -8.199
Total charge: +1

```
34
C5H15MnN4O9, DFT ωB97M-V/def2-TZVPD
Mn 0.96 -4.36 1.89
C 0.83 -1.45 0.58
O 0.78 -2.36 1.63
H 1.67 -1.49 -0.12
H 0.06 -1.64 -0.20
H 0.55 -0.44 0.90
C -0.26 0.19 3.82
N -0.78 0.63 5.14
O -0.10 0.37 6.10
O -1.75 1.34 5.18
H 0.29 -0.73 3.93
H 0.33 0.97 3.34
H -1.14 0.08 3.18
C 1.50 -1.76 -3.53
N 1.97 -0.51 -4.23
O 3.14 -0.47 -4.60
O 1.18 0.38 -4.48
H 2.34 -2.13 -2.96
H 1.17 -2.38 -4.36
H 0.66 -1.42 -2.93
C -2.65 0.16 0.05
N -3.94 0.40 -0.61
O -4.92 -0.01 -0.04
O -3.93 1.10 -1.60
H -2.03 -0.18 -0.79
H -2.66 -0.66 0.76
H -2.29 1.10 0.44
C 1.75 2.07 -1.37
N 0.71 2.35 -0.34
O -0.45 2.15 -0.66
O 1.02 2.90 0.69
H 2.77 2.35 -1.14
H 1.44 2.49 -2.32
H 1.78 0.97 -1.35
```


[9]
Density functional theory data (ωB97M-V/def2-TZVPD) for C5H15MnN4O9 as an isolated structure.

Gap between HOMO and LUMO (spin up / spin down), eV: 7.07 / 6.89
Strongest force on any atom, eV/Å: 4.20
Multiplicity: 6
Total energy, Eh: -2245.95450
Energy above the lowest of the compared OMol25 structures with the same formula, charge and spin, kcal/mol: 9.9
E_HOMO (spin up / spin down), eV: -13.078 / -12.929
LUMO (spin up / spin down), eV: -6.009 / -6.043
Total charge: +1

```
34
C5H15MnN4O9, DFT ωB97M-V/def2-TZVPD
Mn 0.76 2.69 0.00
C -0.21 -0.48 0.72
O 0.54 0.62 0.29
H -1.27 -0.49 0.46
H 0.26 -1.40 0.35
H -0.22 -0.73 1.78
C -2.85 2.44 2.43
N -2.37 3.29 1.31
O -1.30 2.98 0.76
O -3.00 4.33 1.12
H -3.93 2.40 2.30
H -2.69 3.00 3.35
H -2.46 1.42 2.42
C -3.16 -2.69 -0.61
N -2.90 -1.74 -1.77
O -3.24 -0.55 -1.70
O -2.31 -2.17 -2.80
H -2.24 -3.09 -0.18
H -3.73 -3.52 -1.02
H -3.77 -2.19 0.15
C 3.53 -0.13 1.04
N 4.36 1.07 1.38
O 3.82 1.98 1.92
O 5.56 1.06 1.17
H 3.29 0.08 0.00
H 2.79 -0.24 1.84
H 4.18 -0.99 1.18
C 1.61 -1.54 -2.21
N 2.03 -0.32 -3.00
O 1.94 0.81 -2.49
O 2.54 -0.46 -4.12
H 2.03 -2.39 -2.75
H 0.52 -1.58 -2.15
H 1.87 -1.50 -1.15
```


[10]
Density functional theory data (ωB97M-V/def2-TZVPD) for a 2-piece molecular cluster, C5H15N overall.

Gap between HOMO and LUMO, eV: 10.34
SMILES string: CCC.CCN
Strongest force on any atom, eV/Å: 1.48
Multiplicity: 1
Total energy, Eh: -254.22933
Energy above the lowest of the compared OMol25 structures with the same formula, charge and spin, kcal/mol: 8.0
E_HOMO, eV: -9.183
LUMO, eV: 1.156

```
21
C5H15N, DFT ωB97M-V/def2-TZVPD
C 2.03 1.35 4.87
C 1.90 0.20 3.86
C 0.45 -0.21 3.57
H 1.78 2.31 4.37
H 3.07 1.44 5.17
H 1.36 1.21 5.71
H 2.50 -0.64 4.22
H 2.42 0.49 2.94
H -0.07 -0.22 4.52
H 0.02 0.44 2.82
H 0.43 -1.24 3.22
C -2.37 0.07 -4.05
C -1.07 -0.72 -4.20
N -0.79 -1.28 -5.51
H -3.11 -0.34 -3.37
H -2.24 1.12 -3.77
H -2.91 0.09 -5.00
H -0.24 -0.10 -3.89
H -1.02 -1.53 -3.49
H -1.53 -1.90 -5.82
H -0.62 -0.56 -6.19
```